The following is a DFT calculation (ωB97M-V with the def2-TZVPD basis set) of an isolated molecule of O2S3 in a non-equilibrium geometry.

Geometry as XYZ:
```
5
O2S3, DFT ωB97M-V with the def2-TZVPD basis set
S 0.171 -0.219 -0.338
S -1.282 -0.254 1.331
S -0.058 1.449 0.812
O 1.382 -0.890 -0.107
O -0.213 -0.086 -1.698
```

LUMO energy   -1.6 eV
Kohn-Sham gap   8.061 eV
Highest occupied orbital energy   -9.650 eV
Structure (SMILES)   O=S1(=O)SS1
Total charge   0



The following is a DFT calculation (ωB97M-V with the def2-TZVPD basis set) of an isolated molecule of O2Si.

Geometry as XYZ:
```
3
O2Si, DFT ωB97M-V with the def2-TZVPD basis set
Si -0.031 0.012 -0.060
O 1.374 -0.157 -0.599
O -1.343 0.146 0.659
```

LUMO energy   -1.8 eV
Kohn-Sham gap   10.615 eV
Highest occupied orbital energy   -12.377 eV
Structure (SMILES)   O=[Si]=O
Total charge   0



The following is a DFT calculation (ωB97M-V with the def2-TZVPD basis set) of a structure of composition O2V in a non-equilibrium geometry.

Geometry as XYZ:
```
3
O2V, DFT ωB97M-V with the def2-TZVPD basis set
V 0.505 -0.392 -0.216
O -0.326 -0.144 1.282
O -0.179 0.535 -1.066
```

LUMO energy   -8.6 eV
Kohn-Sham gap   9.057 eV
Highest occupied orbital energy   -17.624 eV
Total charge   +1



The following is a DFT calculation (ωB97M-V with the def2-TZVPD basis set) of an isolated molecule of O3S2 in a non-equilibrium geometry.

Geometry as XYZ:
```
5
O3S2, DFT ωB97M-V with the def2-TZVPD basis set
S -1.880 0.033 0.003
S 0.627 -0.017 0.520
O 1.801 -0.118 -0.344
O -0.612 1.167 0.097
O -0.565 -1.083 -0.019
```

LUMO energy   -1.4 eV
Kohn-Sham gap   7.962 eV
Highest occupied orbital energy   -9.342 eV
Total charge   0



The following is a DFT calculation (ωB97M-V with the def2-TZVPD basis set) of a structure of composition O4PSn in a non-equilibrium geometry.

Geometry as XYZ:
```
6
O4PSn, DFT ωB97M-V with the def2-TZVPD basis set
Sn 2.666 -1.154 -0.631
P -0.415 0.329 0.115
O -1.272 0.775 1.264
O -0.090 -1.185 0.363
O -1.657 0.143 -0.756
O 0.769 1.093 -0.354
```

LUMO energy   0.8 eV
Kohn-Sham gap   3.481 eV
Highest occupied orbital energy   -2.640 eV
Total charge   -1



The following is a DFT calculation (ωB97M-V with the def2-TZVPD basis set) of the ion O4S with charge -2 in a non-equilibrium geometry.

Geometry as XYZ:
```
5
O4S, DFT ωB97M-V with the def2-TZVPD basis set
S 0.005 0.025 -0.012
O 0.355 -1.241 -0.838
O 0.867 -0.082 1.221
O -1.477 0.021 0.450
O 0.279 1.255 -0.814
```

LUMO energy   7.6 eV
Kohn-Sham gap   6.483 eV
Highest occupied orbital energy   1.087 eV
Structure (SMILES)   O=S(=O)([O-])[O-]
Total charge   -2



The following is a DFT calculation (ωB97M-V with the def2-TZVPD basis set) of a cluster of 2 separate species, O4S2 in total in a non-equilibrium geometry.

Geometry as XYZ:
```
6
O4S2, DFT ωB97M-V with the def2-TZVPD basis set
S -2.891 0.037 0.007
S 2.085 0.219 0.020
O -2.348 -1.277 0.274
O 2.964 1.004 -0.824
O 2.400 -1.170 0.102
O -2.041 1.108 0.409
```

LUMO energy   -1.5 eV
Kohn-Sham gap   10.469 eV
Highest occupied orbital energy   -11.954 eV
Total charge   0



The following is a DFT calculation (ωB97M-V with the def2-TZVPD basis set) of a structure of composition O5PS in a non-equilibrium geometry.

Geometry as XYZ:
```
7
O5PS, DFT ωB97M-V with the def2-TZVPD basis set
S 1.464 0.480 -0.101
P -1.065 -0.013 -0.120
O -1.862 1.215 -0.112
O 2.416 -0.616 -0.126
O 0.091 -0.021 -1.194
O -1.497 -1.320 0.360
O 0.671 0.509 1.185
```

LUMO energy   3.7 eV
Kohn-Sham gap   9.533 eV
Highest occupied orbital energy   -5.865 eV
Total charge   -1



The following is a DFT calculation (ωB97M-V with the def2-TZVPD basis set) of the ion O5S2 with charge -2 in a non-equilibrium geometry.

Geometry as XYZ:
```
7
O5S2, DFT ωB97M-V with the def2-TZVPD basis set
S -0.740 -0.700 0.764
S 1.000 1.150 -0.532
O 1.908 0.739 0.581
O -0.627 0.906 -0.064
O -2.089 -0.751 1.373
O -0.710 -1.684 -0.314
O 1.259 0.341 -1.809
```

LUMO energy   6.6 eV
Kohn-Sham gap   5.876 eV
Highest occupied orbital energy   0.691 eV
Total charge   -2



The following is a DFT calculation (ωB97M-V with the def2-TZVPD basis set) of a cluster of 2 separate species, S2 in total in a non-equilibrium geometry.

Geometry as XYZ:
```
2
S2, DFT ωB97M-V with the def2-TZVPD basis set
S 0.000 0.000 -1.590
S 0.000 0.000 1.590
```

LUMO energy (alpha / beta)   2.0 / 1.7 eV
<S²>   0.759
Kohn-Sham gap (alpha / beta)   6.133 / 4.712 eV
Highest occupied orbital energy (alpha / beta)   -4.096 / -2.975 eV
Total charge   -1
2S+1   2



The following is a DFT calculation (ωB97M-V with the def2-TZVPD basis set) of an isolated molecule of S2 in a non-equilibrium geometry.

Geometry as XYZ:
```
2
S2, DFT ωB97M-V with the def2-TZVPD basis set
S 0.000 0.000 -1.151
S 0.000 0.000 1.151
```

LUMO energy   -3.7 eV
Kohn-Sham gap   5.629 eV
Highest occupied orbital energy   -9.294 eV
Total charge   0



The following is a DFT calculation (ωB97M-V with the def2-TZVPD basis set) of a cluster of 2 separate species, S2 in total in a non-equilibrium geometry.

Geometry as XYZ:
```
2
S2, DFT ωB97M-V with the def2-TZVPD basis set
S 0.000 0.000 1.642
S 0.000 0.000 -1.642
```

LUMO energy   -5.1 eV
Kohn-Sham gap   4.544 eV
Highest occupied orbital energy   -9.642 eV
Total charge   0



Energy relative to the best compared isomer or geometry (same formula, charge and spin) values, unit kcal per mole, following the record order: 3.9 0.4 0.0 19.5 111.9 1.0 1.8 6.6 11.2 89.2 38.2 151.0.
Energy values, unit hartree, following the record order: -1344.9712 -439.9756 -1094.0479 -1021.9934 -856.5648 -699.1132 -1097.3147 -1115.9182 -1172.5564 -796.2696 -796.2600 -796.0803.